Entry from the OMol25 dataset: a molecular structure, C5H10N2O (wB97M-V/def2-TZVPD).

The geometry in ORCA input format:
```
! RIJCOSX wB97M-V def2-TZVPD def2/J DEFGRID3
* xyz 0 1
C 0.636 0.003 -0.929
C -1.610 -1.689 -0.671
N -0.238 -1.543 -1.097
C 0.330 0.481 0.365
C 1.583 2.773 0.497
C -0.510 0.550 1.366
O 0.530 -2.596 -0.526
N 1.841 1.551 0.303
H 0.410 -2.538 0.440
H 1.642 -0.382 -1.086
H 0.265 0.616 -1.746
H -2.207 -0.847 -1.029
H -1.722 -1.794 0.420
H -2.036 -2.602 -1.106
H 0.557 3.151 0.690
H 2.398 3.513 0.572
H -0.409 1.324 2.125
H -1.461 0.031 1.414
*
```

Summary:
Energy relative to the best compared isomer or geometry (same formula, charge and spin) in kcal per mole: 152.02
F_max in Eh/bohr: 0.1260
E_HOMO in eV: -8.189

These are the Mulliken partial charges, in e, on atoms 1 to 8:
1. C -0.315
2. C -0.801
3. N -0.219
4. C 0.585
5. C -0.290
6. C -0.738
7. O -0.414
8. N -0.523